59
Properties=species:S:1:pos:R:3 method="wB97M-V/def2-TZVPD" orbital_gap_ev=6.7 de_lowest_ev=0.0000 max_force_ev_per_a=1.5
Cd 11.514 -21.049 -19.784
S 17.078 -21.150 -18.505
S 8.045 -21.002 -18.877
S 16.067 -23.669 -22.392
S 11.285 -17.190 -15.275
S 10.145 -26.292 -20.356
O 17.187 -24.622 -22.487
O 9.408 -21.182 -19.486
O 18.202 -20.464 -19.186
O 12.160 -20.332 -17.929
O 12.161 -22.952 -19.266
O 11.033 -15.794 -14.876
O 9.385 -27.554 -20.186
C 7.698 -19.258 -19.038
C 9.158 -25.011 -19.562
C 12.461 -21.516 -17.211
C 12.950 -17.315 -15.914
C 10.479 -17.460 -16.851
C 15.549 -20.443 -19.138
C 11.459 -26.272 -19.129
C 16.739 -22.008 -22.235
C 12.045 -22.853 -17.855
C 8.350 -21.018 -17.123
C 15.301 -23.832 -20.768
C 16.940 -20.444 -16.866
H 7.684 -19.017 -20.101
H 16.960 -19.358 -16.977
H 10.630 -18.505 -17.135
H 15.956 -20.694 -16.459
H 15.149 -19.682 -18.465
H 12.099 -27.123 -19.348
H 13.629 -17.489 -15.081
H 13.232 -16.375 -16.390
H 9.416 -17.274 -16.683
H 8.466 -18.688 -18.519
H 9.372 -20.709 -16.902
H 10.995 -23.143 -17.647
H 14.594 -23.014 -20.629
H 11.001 -26.404 -18.148
H 12.068 -21.453 -16.188
H 12.631 -23.672 -17.417
H 14.778 -24.784 -20.825
H 17.568 -21.915 -21.532
H 8.207 -22.033 -16.754
H 17.111 -21.782 -23.234
H 17.715 -20.819 -16.204
H 8.243 -24.871 -20.131
H 15.919 -21.343 -21.971
H 9.773 -24.112 -19.549
H 15.724 -19.978 -20.105
H 16.046 -23.839 -19.973
H 6.696 -19.046 -18.664
H 8.946 -25.374 -18.557
H 13.562 -21.547 -17.111
H 14.780 -21.210 -19.215
H 7.629 -20.378 -16.613
H 13.010 -18.142 -16.625
H 11.977 -25.315 -19.211
H 10.836 -16.768 -17.613

122
Properties=species:S:1:pos:R:3 method="wB97M-V/def2-TZVPD" charge=+1 orbital_gap_ev=7.3 de_lowest_ev=0.1714 max_force_ev_per_a=1.3
Hf 0.004 -0.035 -0.646
Br -0.502 -6.879 4.708
S -0.268 3.053 2.509
O -2.695 -1.392 -1.634
O -1.752 0.368 0.190
N -0.915 0.109 -3.341
N 0.481 5.416 1.576
N 1.940 -0.873 -0.181
N 0.254 -0.010 1.794
N -0.046 -2.114 -1.390
N 5.998 -1.702 -1.770
N -2.800 -0.398 5.631
N 0.236 -2.080 -2.733
N 5.020 -1.265 2.728
N -1.213 5.461 3.104
N -1.005 1.033 -2.330
N 1.595 0.923 -2.037
N 1.587 0.056 -3.108
N -2.495 -1.365 6.353
C -2.537 -0.308 4.221
C -1.917 0.276 -4.208
C 2.611 2.311 0.353
C 4.756 2.537 -0.882
C 0.906 -3.694 1.292
C -2.610 -3.318 4.810
C -0.621 -5.410 0.336
C -3.338 0.157 1.981
C -1.523 -3.171 0.969
C -3.699 2.814 -0.980
C 4.785 -1.317 1.598
C 0.244 -4.190 -2.126
C -2.109 -0.587 -5.412
C -2.676 1.341 -3.771
C 0.410 -3.326 -3.193
C -0.519 -4.481 6.230
C -2.463 3.069 -1.856
C -0.042 -3.406 -1.012
C 2.772 0.104 -3.740
C 2.800 1.500 -2.012
C -1.121 -5.157 5.183
C -3.568 -0.060 3.356
C -0.052 -0.406 4.546
C -2.007 -2.624 5.856
C -2.068 0.162 1.488
C -0.987 -3.227 6.583
C 2.787 3.932 -1.547
C 0.493 6.861 1.419
C -0.325 4.734 2.400
C -0.993 -0.060 2.364
C -2.798 4.148 -2.893
C 1.297 -0.131 2.593
C 3.126 -0.702 -4.946
C -2.180 -4.598 4.487
C 0.713 -3.672 -4.615
C 3.068 -1.083 -0.032
C -1.200 -0.286 3.734
C 3.231 2.558 -1.018
C -2.069 1.811 -2.603
C -0.319 -3.912 0.387
C -1.305 3.569 -1.000
C 5.301 -1.543 -0.862
C 4.394 -1.326 0.221
C 1.188 -0.322 3.974
C 3.566 1.012 -3.070
B 0.341 -0.761 -3.544
H -3.334 -1.791 -2.236
H -1.616 4.450 -0.436
H 5.240 2.920 -1.785
H 2.095 -0.392 4.561
H -4.178 0.345 1.319
H -0.045 -3.281 -5.296
H -1.465 -5.620 -0.329
H -0.479 7.233 1.086
H -4.024 3.749 -0.513
H -4.581 -0.057 3.744
H -1.595 -3.355 2.041
H -1.429 -2.105 0.811
H 1.700 3.983 -1.643
H 0.439 -1.042 -4.699
H 0.248 -5.978 -0.009
H 2.806 3.152 1.021
H 0.746 -4.755 -4.717
H -0.156 -0.533 5.616
H 5.059 3.175 -0.046
H -0.873 -5.765 1.338
H -2.452 -3.498 0.491
H 1.810 -4.123 0.848
H 4.100 -0.383 -5.310
H 3.126 4.721 -0.863
H -3.057 -0.345 -5.888
H 3.225 4.128 -2.529
H -0.549 -2.691 7.420
H -2.934 5.108 -2.389
H 2.393 -0.576 -5.746
H 4.586 1.268 -3.321
H -1.163 6.465 3.158
H -1.309 -0.432 -6.140
H 0.316 -5.267 -2.167
H 3.052 1.425 0.813
H 1.127 4.859 1.049
H 0.293 -4.940 6.780
H 0.765 7.365 2.350
H 2.280 -0.058 2.148
H -3.557 1.740 -4.255
H -3.724 3.915 -3.427
H -3.468 2.102 -0.192
H 1.677 -3.270 -4.928
H 3.191 -1.764 -4.701
H -0.981 2.829 -0.277
H 1.232 7.124 0.667
H -2.111 -1.646 -5.139
H -1.995 4.252 -3.627
H -2.666 -5.157 3.697
H -3.453 -2.886 4.286
H -3.195 -0.851 -1.017
H 5.128 1.525 -0.694
H 0.737 -4.184 2.257
H 1.082 -2.637 1.474
H -4.529 2.426 -1.581
H 1.530 2.183 0.304
H -0.460 3.844 -1.639
H -1.771 4.970 3.778

12
Properties=species:S:1:pos:R:3 method="wB97M-V/def2-TZVPD" orbital_gap_ev=11.0 de_lowest_ev=1.1454 max_force_ev_per_a=3.9
O 2.496 0.417 0.723
O -1.973 1.478 -1.969
O -0.070 -0.301 0.331
C -0.223 -1.607 0.936
H 0.494 -2.298 0.441
H -0.055 -1.508 1.946
H -1.224 -1.877 0.719
H 2.543 0.517 1.709
H -1.988 0.872 -1.302
H -1.044 -0.009 0.083
H -2.640 1.095 -2.551
H 1.630 0.111 0.666

38
Properties=species:S:1:pos:R:3 method="wB97M-V/def2-TZVPD" orbital_gap_ev=8.4 max_force_ev_per_a=5.4
S 2.946 4.237 -2.660
F -1.567 -5.717 1.262
F -0.599 -5.850 -1.589
O -1.787 3.410 -0.832
N -0.530 2.531 0.911
N 0.752 2.490 0.261
N -3.009 1.075 1.413
C 1.172 3.359 -0.626
C 4.936 3.239 -1.229
C -1.718 -4.752 0.327
C -1.195 -4.755 -0.991
C -4.258 -0.279 -0.443
C -1.741 3.018 0.326
C -3.490 -1.279 0.530
C 3.734 2.823 -0.620
C -2.692 -2.506 -0.011
C -3.039 2.522 1.043
C -2.009 -2.438 -1.260
C 4.715 4.032 -2.312
C -2.997 0.132 0.337
C -2.436 -3.661 0.838
C -1.366 -3.635 -1.711
C 2.543 3.371 -1.139
H 3.711 2.206 0.326
H -3.830 0.898 1.992
H -4.203 -0.369 -1.494
H -3.865 -1.445 1.588
H -5.086 0.282 -0.134
H -3.903 2.839 0.640
H 0.560 4.135 -1.077
H -1.009 -3.751 -2.736
H 5.923 2.885 -0.961
H -0.763 1.962 1.742
H -3.052 3.041 2.047
H -2.330 -1.726 -2.000
H -2.098 0.293 -0.057
H 5.465 4.184 -3.080
H -2.729 -3.677 1.923